<A>
{"formula": "C3H3Br2F", "method": "wB97M-V/def2-TZVPD", "symbols": ["F", "C", "C", "Br", "C", "Br", "H", "H", "H"], "positions_angstrom": [[1.139, 0.774, 1.598], [1.149, 0.754, 0.278], [0.311, 0.043, -0.396], [0.282, -0.036, -2.313], [-0.801, -0.701, 0.248], [-2.397, 0.402, -0.158], [1.891, 1.203, -0.276], [-0.995, -1.552, -0.258], [-0.578, -0.886, 1.277]], "mulliken_charge": [-0.229, -0.051, -0.029, -0.072, -0.697, -0.104, 0.413, 0.399, 0.370], "homo_ev": -9.7, "smiles": "F/C=C(/Br)CBr", "molar_mass_g_mol": 217.86, "e_lumo_ev": 0.55}

<B>
{"formula": "C3H3Br2F", "method": "wB97M-V/def2-TZVPD", "symbols": ["C", "C", "Br", "C", "F", "Br", "H", "H", "H"], "positions_angstrom": [[0.991, 0.033, -1.156], [0.116, 0.525, 0.094], [0.059, 2.465, 0.473], [-0.589, -0.301, 0.886], [0.166, -1.187, 1.559], [-1.958, -1.370, -0.248], [1.614, 0.748, -1.663], [0.983, -1.022, -1.505], [-1.381, 0.108, 1.559]], "mulliken_charge": [-0.608, 0.379, -0.135, -0.206, -0.190, -0.158, 0.283, 0.269, 0.364], "homo_ev": [-9.3, -9.3], "smiles": "C=C(Br)[C@H](F)Br", "molar_mass_g_mol": 217.86, "e_lumo_ev": [-1.08, -1.08]}

Which of them is most stable? Easy: <A>.

<A>
{"formula": "C6H9N2", "method": "wB97M-V/def2-TZVPD", "symbols": ["C", "C", "C", "C", "C", "C", "N", "N", "H", "H", "H", "H", "H", "H", "H", "H", "H"], "positions_angstrom": [[-2.938, -0.536, 0.269], [-1.107, 1.081, -0.256], [-0.193, 1.981, -0.691], [-3.099, -1.411, -0.722], [3.255, -0.955, 0.028], [2.003, -1.093, 0.767], [-1.824, 0.295, 0.171], [1.848, -0.286, -0.179], [-3.405, -0.525, 1.282], [-0.474, 3.007, -0.456], [-0.114, 1.892, -1.827], [-2.529, -1.279, -1.640], [-3.808, -2.175, -0.832], [4.038, -0.257, 0.370], [3.536, -1.682, -0.670], [1.360, -1.564, 1.409], [0.775, 1.721, -0.356]], "mulliken_charge": [0.146, 0.554, -0.977, -0.662, -0.404, -0.135, 0.117, -0.351, 0.333, 0.337, 0.305, 0.230, 0.302, 0.230, 0.246, 0.368, 0.362], "homo_ev": -13.7, "total_charge": 1, "molar_mass_g_mol": 109.15, "e_lumo_ev": -4.34}

<B>
{"formula": "C6H9N2", "method": "wB97M-V/def2-TZVPD", "symbols": ["C", "C", "C", "C", "C", "N", "C", "N", "H", "H", "H", "H", "H", "H", "H", "H", "H"], "positions_angstrom": [[-1.746, 0.634, -0.439], [-0.839, -0.075, 0.548], [-0.377, -1.404, 0.019], [1.073, -1.107, -0.022], [2.348, -0.776, -0.326], [2.619, 0.589, -0.045], [1.531, 1.301, 0.234], [0.559, 0.494, 0.587], [-2.697, 0.796, -0.024], [-1.746, -0.090, -1.316], [-1.258, 1.475, -0.809], [-1.199, -0.038, 1.520], [-0.647, -1.821, -0.953], [-0.739, -2.170, 0.754], [3.094, -1.336, -0.711], [3.439, 0.942, -0.372], [1.650, 2.292, 0.502]], "mulliken_charge": [-1.244, 0.287, -0.640, 0.156, -0.583, 0.003, -0.049, -0.127, 0.347, 0.307, 0.353, 0.471, 0.357, 0.282, 0.471, 0.195, 0.415], "homo_ev": -14.3, "smiles": "C[C@H]1Cc2c[nH+]cn21", "total_charge": 1, "molar_mass_g_mol": 109.15, "e_lumo_ev": -3.58}

<C>
{"formula": "C6H9N2", "method": "wB97M-V/def2-TZVPD", "symbols": ["C", "C", "N", "C", "C", "C", "N", "C", "H", "H", "H", "H", "H", "H", "H", "H", "H"], "positions_angstrom": [[-3.579, -1.358, 0.019], [-2.543, -0.779, 0.035], [-1.513, 0.112, 0.119], [-2.017, 1.515, 0.201], [-0.090, 0.214, -0.066], [1.163, 0.053, 0.235], [2.422, -0.105, 0.381], [3.313, -1.039, -0.373], [-4.424, -1.927, 0.301], [-3.012, 1.462, -0.089], [-1.978, 1.918, 1.226], [-1.446, 2.155, -0.642], [0.062, 1.080, -0.670], [2.937, 0.390, 1.102], [3.595, -0.633, -1.457], [4.200, -1.064, 0.174], [2.908, -1.994, -0.498]], "mulliken_charge": [-0.168, -0.098, -0.003, -0.997, 0.017, 0.249, -0.203, -0.802, 0.431, 0.395, 0.272, 0.351, 0.219, 0.345, 0.303, 0.353, 0.336], "homo_ev": -12.5, "smiles": "C#CN(C)C=C=[NH+]C", "total_charge": 1, "molar_mass_g_mol": 109.15, "e_lumo_ev": -4.44}

Which of them is most stable? Easy: <B>.

<A>
{"formula": "C5H5NOS", "method": "wB97M-V/def2-TZVPD", "symbols": ["N", "C", "C", "C", "O", "C", "S", "C", "H", "H", "H", "H", "H"], "positions_angstrom": [[-1.848, -1.424, -1.446], [-1.386, -0.386, -0.880], [-0.742, 0.554, -0.015], [-0.285, -0.637, 1.016], [0.801, -1.225, 0.608], [1.434, -0.131, -0.168], [2.883, -0.643, -0.689], [0.518, 1.045, -0.531], [-1.411, 1.225, 0.476], [-1.066, -1.404, 1.083], [-0.110, -0.385, 2.095], [0.698, 2.046, -0.025], [0.515, 1.366, -1.523]], "mulliken_charge": [-0.537, 0.199, 0.095, -0.658, -0.280, 0.191, -0.285, -0.563, 0.478, 0.395, 0.335, 0.259, 0.371], "homo_ev": -9.3, "smiles": "N#C[C@H]1COC(=S)C1", "molar_mass_g_mol": 127.17, "e_lumo_ev": -0.56}

<B>
{"formula": "C5H5NOS", "method": "wB97M-V/def2-TZVPD", "symbols": ["C", "C", "C", "N", "S", "O", "C", "C", "H", "H", "H", "H", "H"], "positions_angstrom": [[2.293, -2.439, -0.421], [1.384, -1.496, -0.515], [0.541, -0.260, -0.287], [0.295, 0.851, -0.978], [1.102, 1.246, -2.408], [-0.226, -0.722, 0.669], [-1.315, -0.096, 1.292], [-1.759, 1.223, 1.198], [3.211, -3.160, -0.380], [0.282, 2.274, -2.556], [-1.802, -0.905, 2.020], [-1.281, 1.980, 0.612], [-2.725, 1.504, 1.753]], "mulliken_charge": [-0.190, -0.437, 0.806, -0.428, -0.139, -0.277, 0.003, -0.621, 0.344, 0.145, 0.275, 0.306, 0.214], "homo_ev": -8.5, "smiles": "C#C/C(=N\\S)OC=C", "molar_mass_g_mol": 127.17, "e_lumo_ev": 0.14}

Which of them is most stable? Easy: <A>.

<A>
{"formula": "C2H9NOS", "method": "wB97M-V/def2-TZVPD", "symbols": ["N", "C", "O", "H", "H", "H", "H", "H", "C", "S", "H", "H", "H", "H"], "positions_angstrom": [[-4.291, 2.259, -0.993], [-3.978, 1.284, -1.994], [-2.787, 0.507, -1.733], [-3.628, 3.026, -0.965], [-4.342, 1.874, -0.059], [-3.900, 1.769, -2.965], [-4.788, 0.561, -1.971], [-2.382, 1.020, -1.018], [4.160, -0.714, 0.799], [3.288, -1.805, 1.993], [5.135, -0.395, 1.130], [3.506, 0.113, 0.546], [4.205, -1.387, -0.046], [4.027, -1.502, 3.065]], "mulliken_charge": [-0.584, -0.170, -0.532, 0.237, 0.240, 0.275, 0.254, 0.280, -0.671, -0.198, 0.294, 0.255, 0.212, 0.108], "homo_ev": -9.0, "smiles": "NCO.CS", "molar_mass_g_mol": 95.17, "e_lumo_ev": 0.83}

<B>
{"formula": "C2H9NOS", "method": "wB97M-V/def2-TZVPD", "symbols": ["N", "C", "O", "H", "H", "H", "H", "H", "C", "S", "H", "H", "H", "H"], "positions_angstrom": [[-1.485, 0.539, 2.413], [-1.753, 1.782, 1.742], [-0.770, 2.127, 0.719], [-1.901, 0.501, 3.433], [-0.374, 0.368, 2.685], [-1.776, 2.667, 2.406], [-2.812, 1.847, 1.425], [-1.100, 1.709, -0.077], [2.383, -1.594, -2.346], [1.561, -3.163, -2.761], [3.401, -1.697, -2.965], [2.565, -1.669, -1.285], [1.797, -0.645, -2.710], [0.264, -2.772, -2.680]], "mulliken_charge": [-0.613, -0.241, -0.499, 0.246, 0.270, 0.238, 0.291, 0.308, -0.632, -0.196, 0.205, 0.264, 0.252, 0.109], "homo_ev": -9.0, "smiles": "NCO.CS", "molar_mass_g_mol": 95.17, "e_lumo_ev": 0.64}

<C>
{"formula": "C2H9NOS", "method": "wB97M-V/def2-TZVPD", "symbols": ["N", "C", "O", "H", "H", "H", "H", "H", "C", "S", "H", "H", "H", "H"], "positions_angstrom": [[0.649, -0.133, -2.962], [-0.479, 0.005, -2.110], [-1.132, 1.206, -2.620], [0.523, -0.118, -3.940], [1.428, 0.398, -2.719], [-1.199, -0.818, -2.165], [-0.269, 0.345, -1.104], [-1.447, 1.211, -3.539], [-0.404, -0.924, 1.880], [0.734, -0.111, 3.077], [-0.698, -1.917, 2.139], [-1.433, -0.402, 1.882], [-0.189, -0.927, 0.793], [1.353, 0.807, 2.501]], "mulliken_charge": [-0.511, 0.090, -0.590, 0.197, 0.200, 0.210, 0.111, 0.282, -0.600, -0.186, 0.328, 0.281, 0.104, 0.084], "homo_ev": -9.1, "smiles": "NCO.CS", "molar_mass_g_mol": 95.17, "e_lumo_ev": 0.84}

<D>
{"formula": "C2H9NOS", "method": "wB97M-V/def2-TZVPD", "symbols": ["N", "C", "O", "H", "H", "H", "H", "H", "C", "S", "H", "H", "H", "H"], "positions_angstrom": [[-2.411, 0.792, -1.999], [-1.266, 0.491, -1.015], [-0.995, -0.900, -0.940], [-3.244, 0.185, -1.887], [-2.628, 1.769, -2.231], [-0.467, 1.018, -1.529], [-1.686, 0.882, -0.081], [-1.132, -1.130, -0.058], [1.075, -0.746, 2.125], [1.877, 0.262, 0.851], [1.319, -0.232, 3.039], [0.011, -1.007, 1.950], [1.601, -1.792, 2.045], [2.170, -0.703, -0.011]], "mulliken_charge": [-0.551, -0.146, -0.467, 0.176, 0.194, 0.260, 0.263, 0.290, -0.657, -0.202, 0.276, 0.194, 0.245, 0.124], "homo_ev": -8.8, "smiles": "NCO.CS", "molar_mass_g_mol": 95.17, "e_lumo_ev": 0.71}

Which of them is most stable? Easy: <A>.